1.
Here is a cluster of 2 separate species, C11H18N2O in total at a distorted geometry from OMol25. Energies are from ωB97M-V/def2-TZVPD.

```
32
Properties=species:S:1:pos:R:3:forces:R:3
C 1.230183 -0.920958 3.757434 -0.148 -1.570 -1.577
C 0.641105 0.240858 3.379894 1.105 1.903 -1.978
C 1.647246 -1.917668 2.846974 -1.332 3.150 -0.873
C 0.613111 0.587800 2.047673 0.276 0.712 -1.284
C 1.479904 -1.615043 1.510115 -1.620 -0.289 -0.604
C 0.917711 -0.337954 0.989021 1.857 -2.169 3.876
C -1.410426 0.225551 -0.640378 -0.814 0.299 1.127
C -1.342943 0.994706 -3.087839 -0.372 -0.304 -1.967
C 1.426865 1.164597 -0.711171 -0.263 4.362 -3.676
C 1.095687 -1.075238 -1.274894 -1.912 -3.956 -2.964
C -2.138462 0.378653 -1.981884 -0.074 -0.387 1.538
N -1.945162 0.064316 0.513554 0.131 0.591 -0.713
N 0.991985 -0.070846 -0.318820 -1.948 -0.836 1.981
O -3.403667 0.860836 -1.642345 -0.880 3.137 -2.275
H 1.275482 -1.018923 4.760591 0.681 -0.944 3.209
H 0.647540 1.111476 4.008326 -0.759 -0.177 0.854
H 2.034707 -2.822172 3.172644 0.728 -1.538 0.430
H 0.526813 1.655689 1.875101 -0.447 -0.085 -0.459
H 1.591703 -2.448878 0.836761 0.477 0.108 -0.395
H -0.373757 0.481668 -3.316519 -0.780 0.557 0.676
H -1.877976 0.862037 -4.122601 0.593 0.759 2.114
H -1.204295 2.026362 -2.737022 0.245 0.003 -0.981
H 0.930119 2.086787 -0.397181 -0.590 -0.547 0.739
H 2.423184 1.337830 -0.423528 1.640 -0.089 0.212
H 1.322149 1.279170 -1.833719 0.492 -0.391 1.237
H 0.636271 -0.801533 -2.251861 0.281 0.380 0.904
H 2.054105 -1.401290 -1.586988 1.619 0.232 0.271
H 0.570570 -2.068949 -1.074019 0.466 1.543 0.531
H -2.326940 -0.658214 -2.042697 0.121 -1.931 -1.050
H -2.975100 0.175274 0.648930 0.695 -0.114 -0.206
H -1.363880 -0.022299 1.381223 -0.381 -0.080 -0.747
H -3.693830 1.646353 -2.284774 0.913 -2.329 2.048
```
Forces are in eV/Å.

The calculation puts the HOMO-LUMO gap (alpha / beta) at 7.167 / 7.026 eV. For the energy relative to the best compared isomer or geometry (same formula, charge and spin), the calculation gives 50.7 kcal per mole. The calculated total energy comes out at -613.87402 Ha. The molar mass is 194.28 g/mol. The net charge is +2. The LUMO energy (alpha / beta) comes out at -9.54 / -10.29 eV.

---

2.
Here is an isolated molecule of C11H18N2O2 at a distorted geometry from OMol25. Energies are from ωB97M-V/def2-TZVPD.

```
33
Properties=species:S:1:pos:R:3:forces:R:3
N 2.692754 -4.848875 -2.755524 -0.422 3.976 2.527
N 1.670313 -1.659961 -1.013960 -0.169 -1.788 1.148
O 2.616151 -2.598080 -3.359852 -0.268 0.500 2.638
O 0.677022 -2.101570 0.972683 -0.572 2.651 2.749
C 2.456066 -3.574265 -2.406163 -0.189 -4.255 -3.127
C 1.163303 -1.195181 0.076079 0.339 -0.920 -2.176
C 1.756133 -3.232241 -1.101661 0.356 2.228 -0.629
C -2.766991 2.414649 1.475843 0.076 -0.914 -1.719
C -2.735137 1.365727 0.275592 1.130 -1.306 2.368
C -1.371545 3.148474 1.453918 -0.813 -1.728 -1.789
C -1.601578 0.360361 0.532812 2.587 0.144 -0.992
C -0.154863 2.157735 1.596085 -1.074 1.600 2.846
C 0.567958 1.315920 -0.706819 -0.347 -1.453 1.871
C 1.086090 0.292614 0.341759 1.636 0.329 1.267
C -0.190817 1.042849 0.607195 -0.466 0.448 0.422
H 3.212160 -4.812115 -3.617114 -0.036 -0.075 -0.689
H 2.382444 -1.803867 -2.802895 0.230 -0.024 -0.917
H 0.411060 -1.548767 1.809015 0.553 -1.689 -2.121
H 0.776759 -3.694973 -1.051112 -0.252 0.108 -0.278
H 2.332001 -3.713657 -0.325723 0.233 0.352 0.544
H -3.618366 3.063882 1.213898 0.498 0.256 0.443
H -3.044905 1.891734 2.435572 0.655 0.515 -0.853
H -2.555946 1.807122 -0.680035 -0.244 0.593 -0.609
H -3.556211 0.666368 0.271034 -1.075 0.548 -0.262
H -1.260463 3.678013 0.455486 -0.295 -0.415 1.153
H -1.357928 3.838226 2.245924 0.292 1.152 0.905
H -1.756192 -0.256184 1.400416 -0.258 0.179 0.972
H -1.444805 -0.435664 -0.209189 -0.660 0.357 -0.524
H -0.164865 1.912488 2.754843 0.196 -0.289 -2.258
H 0.696389 2.821422 1.456813 0.462 -0.326 -0.008
H -0.065914 0.915823 -1.455609 0.244 -0.560 -1.196
H 1.140229 2.190320 -0.967426 -0.075 0.222 0.377
H 2.009696 0.591674 1.078114 -2.271 -0.418 -2.085
```
Forces are in eV/Å.

The calculation puts the HOMO-LUMO gap at 9.497 eV. The structure (SMILES) is [H]/N=C(\O)C/N=C(\O)[C@H]1CC12CCCCC2. For the energy relative to the best compared isomer or geometry (same formula, charge and spin), the calculation gives 101.4 kcal per mole. The calculated total energy comes out at -689.85328 Ha. The molar mass is 210.28 g/mol. The net charge is 0. The LUMO energy comes out at 0.33 eV.

---

3.
Here is the ion C11H18N3 with charge +1 at a distorted geometry from OMol25. Energies are from ωB97M-V/def2-TZVPD.

```
32
Properties=species:S:1:pos:R:3:forces:R:3
C 2.553322 -1.884545 0.113509 2.253 -2.966 0.172
C 0.999961 -0.443284 0.213788 -4.088 -6.561 3.227
C 2.102538 0.195475 -0.221219 1.897 3.832 -1.926
C 2.072734 1.589740 -0.599368 0.529 0.807 1.230
C -2.562255 -1.384834 0.348993 -0.756 -1.959 -2.573
C -2.865149 -0.141601 -0.456648 1.545 0.765 4.104
C 1.028243 2.224112 0.313995 0.285 -2.618 0.259
C -0.392299 0.106877 0.489196 0.779 0.098 -1.260
C -1.436899 -0.653649 -0.331569 0.078 -0.370 -0.250
C -0.671485 0.151851 1.957609 -1.757 -0.016 -1.357
C -0.898349 -1.352860 -1.544702 0.704 2.806 -2.615
N 1.305633 -1.736662 0.505566 -3.856 2.844 0.148
N 3.101717 -0.695823 -0.313499 -0.373 1.173 -0.560
N -0.252432 1.580862 0.000348 -1.216 0.769 -2.363
H 3.021578 -2.829026 -0.109654 -0.126 -0.080 0.015
H 3.049799 2.003731 -0.282553 -0.301 0.391 -1.012
H 1.713984 1.855421 -1.632241 0.835 -0.106 0.158
H -2.654723 -1.467374 1.373980 -0.130 0.634 2.014
H -2.927440 -2.410843 -0.060221 0.996 2.017 0.223
H -3.321324 -0.288428 -1.342196 -1.439 -0.193 -2.835
H -3.151138 0.757929 0.125900 0.106 -0.624 -0.510
H 1.090193 2.045086 1.353765 1.169 0.052 1.153
H 0.924606 3.212570 0.134517 -0.292 3.302 -0.552
H -1.471695 0.786819 2.269231 -1.600 0.176 -0.453
H 0.044839 0.663435 2.445002 3.288 0.753 1.939
H -0.868240 -0.837897 2.265778 0.272 -0.906 0.772
H -0.141428 -0.705991 -2.225140 -1.882 -0.889 1.364
H -1.719651 -1.670660 -2.168808 -0.272 0.176 -0.400
H -0.331118 -2.198203 -1.405694 1.222 -1.992 1.085
H 3.960808 -0.400070 -0.585971 3.109 0.126 -0.653
H -1.002290 2.124936 0.421714 -0.270 -0.097 -0.023
H -0.302044 1.802906 -1.053405 -0.708 -1.348 1.478
```
Forces are in eV/Å.

The calculation puts the HOMO-LUMO gap (alpha / beta) at 4.672 / 8.102 eV. As for the expectation value of S²: 2.011. As for the multiplicity: 3. For the energy relative to the best compared isomer or geometry (same formula, charge and spin), the calculation gives 0.0 kcal per mole. The calculated total energy comes out at -593.73474 Ha. The molar mass is 192.29 g/mol. The net charge is +1. The LUMO energy (alpha / beta) comes out at -2.94 / -5.60 eV.

---

4.
Here is an isolated molecule of C11H18N4O3 at a distorted geometry from OMol25. Energies are from ωB97M-V/def2-TZVPD.

```
36
Properties=species:S:1:pos:R:3:forces:R:3
C -1.372582 0.202641 -2.327746 1.472 -0.655 -0.168
C 0.081912 0.491321 -1.860328 -0.883 -0.259 0.900
C -2.090767 1.534160 -2.416160 -0.249 0.996 -1.415
C -2.271771 2.193989 -1.066640 -0.485 0.678 1.394
C -3.468000 1.439334 -3.112506 -0.449 0.145 0.235
C 1.595743 0.263476 0.020809 0.237 0.682 -0.505
C 2.132024 -1.174728 -0.008295 0.556 1.250 -0.612
C 1.690673 0.873660 1.405066 -0.577 -0.844 1.016
C 0.911832 0.011988 2.400642 0.506 0.881 0.343
C 1.255498 -0.326475 3.689111 0.571 0.260 -0.045
C -0.673376 -1.156896 3.165754 -1.108 -0.401 -0.732
H -1.460160 -1.662027 -1.434505 -0.971 1.541 0.059
H -2.947100 -0.834878 -1.584224 0.725 -0.263 0.237
H -1.292738 -0.290550 -3.325569 0.083 0.731 0.344
H -1.480944 2.172357 -3.107959 -0.183 -0.480 0.697
H -2.894911 1.501296 -0.459218 0.658 0.338 0.021
H -1.345661 2.490623 -0.491195 -0.914 -0.637 -0.803
H -2.904556 3.106055 -1.112423 0.449 -0.372 -0.370
H -3.813610 2.453202 -3.412320 0.134 -0.560 0.451
H -4.226005 0.998297 -2.415796 0.435 0.304 -0.652
H -3.445400 0.870684 -4.052121 0.120 -0.126 0.342
H -0.514555 -0.022054 0.081014 1.050 0.652 -0.964
H 2.265008 0.858741 -0.637165 -0.313 -0.584 0.197
H 2.717737 0.978078 1.743055 0.108 -0.061 -0.089
H 1.240881 1.857094 1.328784 -0.044 0.245 0.125
H 2.134322 0.040453 4.221499 -0.469 -0.595 0.080
H -1.600440 -1.725544 3.271085 0.345 0.279 -0.117
H 0.024766 -1.577387 5.074001 0.592 0.388 -0.229
H 1.692644 -2.876557 -0.643429 -0.485 0.462 0.045
N -1.944728 -0.721703 -1.369874 -0.735 -1.451 0.009
N 0.252461 0.419336 -0.494290 -0.576 -0.892 -0.026
N -0.326548 -0.480801 2.069027 0.023 -1.217 2.069
N 0.224510 -1.131343 4.186009 -0.139 0.949 -1.544
O 0.959107 0.802134 -2.628266 0.514 0.112 -0.534
O 3.288998 -1.410046 0.283521 -1.661 -0.644 -0.245
O 1.209860 -2.023478 -0.544988 1.664 -0.849 0.487
```
Forces are in eV/Å.

The calculation puts the HOMO-LUMO gap at 9.549 eV. The structure (SMILES) is CC(C)[C@H](N)C(=O)N[C@@H](Cc1c[nH]cn1)C(=O)O. For the energy relative to the best compared isomer or geometry (same formula, charge and spin), the calculation gives 13.1 kcal per mole. The calculated total energy comes out at -874.74138 Ha. The molar mass is 254.29 g/mol. The net charge is 0. The LUMO energy comes out at 0.60 eV.

---

5.
Here is the ion C11H18NO with charge +1 at a distorted geometry from OMol25. Energies are from ωB97M-V/def2-TZVPD.

```
31
Properties=species:S:1:pos:R:3:forces:R:3
C 0.406727 0.218543 0.017016 -0.104 -2.233 1.118
C 0.445308 -0.812552 -1.078298 -0.537 1.080 -0.734
C 2.444149 3.018059 1.165231 1.415 2.179 1.101
C 1.420546 1.075159 0.242380 -1.824 0.572 -1.970
C 1.404510 -1.214025 -1.905969 -0.976 0.705 1.626
C 1.516962 2.126752 1.252606 -2.784 -2.734 1.043
C -1.563066 -1.183532 0.151213 0.153 -3.693 -0.286
C -0.834470 -0.087629 0.940272 1.714 -0.538 -1.166
C 1.315317 -2.058564 -3.089670 -3.159 -0.703 1.909
C -0.408089 -0.583013 2.328209 1.884 -1.834 -0.389
C -1.653198 1.161607 1.120415 2.408 0.694 -1.078
N -1.001583 -1.156438 -1.315603 -0.649 3.552 0.737
O -2.931689 -1.094765 -0.034751 -0.173 0.011 0.608
H 2.707342 3.764532 1.971675 -0.442 -0.792 -1.430
H 2.909132 2.929907 0.211445 1.360 0.659 -0.233
H 1.922186 1.204452 -0.715030 1.124 0.081 0.499
H 2.358463 -0.910950 -1.587892 1.300 0.409 0.290
H 0.735206 2.030720 2.031043 1.035 0.362 -0.030
H -1.277075 -2.274558 0.519821 -0.377 2.194 -0.549
H 0.439365 -1.774378 -3.654039 -0.485 -0.172 -0.332
H 1.153047 -3.071813 -2.671928 0.739 0.040 -1.096
H 2.103387 -1.812531 -3.675841 2.664 -0.417 -1.896
H 0.143138 0.168281 2.947192 -0.428 -0.765 -0.745
H 0.094207 -1.635849 2.358932 -0.145 2.066 -0.428
H -1.305681 -0.828342 2.784370 -1.912 -0.079 1.494
H -0.890652 1.891989 0.793934 -1.494 0.594 0.098
H -1.803619 1.287516 2.132941 -0.534 0.535 2.211
H -2.587731 1.212309 0.649769 -1.069 0.126 -1.092
H -1.463824 -0.257500 -1.696930 0.794 -1.382 0.543
H -1.317673 -1.840576 -1.999443 0.381 -0.778 0.541
H -3.393864 -1.614113 0.645812 0.122 0.258 -0.362
```
Forces are in eV/Å.

The calculation puts the HOMO-LUMO gap at 8.732 eV. The structure (SMILES) is C=C/C=C1/C(=C/C)[NH2+][C@H](O)C1(C)C. For the energy relative to the best compared isomer or geometry (same formula, charge and spin), the calculation gives 71.3 kcal per mole. The calculated total energy comes out at -559.56987 Ha. The molar mass is 180.27 g/mol. The net charge is +1. The LUMO energy comes out at -3.27 eV.

---

6.
Here is a cluster of 2 separate species, C11H18O in total at a distorted geometry from OMol25. Energies are from ωB97M-V/def2-TZVPD.

```
30
Properties=species:S:1:pos:R:3:forces:R:3
C 0.559287 -0.894241 0.119303 1.197 2.105 0.952
C 1.669339 -1.642430 0.864041 0.682 -0.240 -1.703
C -0.763163 -0.928589 0.791182 -0.584 -0.314 0.089
C -1.656379 -1.920346 0.428260 -1.003 0.919 0.051
C -1.129885 -0.011941 1.799963 0.066 -0.579 -0.256
C -2.973083 -2.001171 0.978501 2.297 -0.658 0.062
C -2.379615 -0.085682 2.354822 -1.312 0.104 -0.342
C -3.304178 -1.079691 1.953558 0.797 -0.152 -0.017
O -4.471080 -1.131974 2.633559 -0.269 0.656 0.484
H 0.884236 0.176264 0.093128 -0.373 -0.813 0.305
H 0.547241 -1.138738 -0.937481 -0.302 -0.551 -0.043
H 1.654107 -2.687976 0.535721 -0.170 -0.111 0.778
H -1.333212 -2.534698 -0.404060 -0.278 -0.456 0.208
H -0.438352 0.722770 2.194522 0.090 0.109 -0.316
H -3.446426 -2.971827 0.836592 -0.719 0.543 -0.153
H -2.775172 0.684528 3.016887 0.367 -0.311 0.194
H -4.954532 -1.914799 2.394831 -0.318 -0.471 -0.242
H 1.698280 -1.491051 1.935445 -0.286 -0.183 0.140
H 2.624109 -1.287181 0.447203 -0.056 0.042 0.287
C 1.375258 1.675160 -1.748315 0.123 -1.567 0.543
C 1.379403 1.980972 -3.238687 0.355 0.463 -0.773
C 2.513770 2.303929 -0.957045 0.857 0.873 -0.612
H 0.419701 1.827970 -1.217658 0.192 0.637 -0.528
H 1.448380 0.576905 -1.626084 0.277 0.602 -0.394
H 1.838367 1.185244 -3.848731 -0.546 -0.067 0.340
H 2.502590 3.399767 -1.077295 -0.150 -0.249 0.233
H 2.526151 2.070674 0.090295 -0.516 -0.082 0.680
H 3.541039 2.024689 -1.252523 -0.517 -0.221 -0.491
H 0.415780 2.278070 -3.664115 -0.021 -0.445 0.169
H 2.028034 2.815403 -3.495817 0.120 0.419 0.358
```
Forces are in eV/Å.

The calculation puts the HOMO-LUMO gap at 9.191 eV. The structure (SMILES) is CCc1ccc(O)cc1.CCC. For the energy relative to the best compared isomer or geometry (same formula, charge and spin), the calculation gives 23.1 kcal per mole. The calculated total energy comes out at -505.14385 Ha. The molar mass is 166.26 g/mol. The net charge is 0. The LUMO energy comes out at 0.88 eV.

---

7.
Here is a cluster of 2 separate species, C11H18OSi in total at a distorted geometry from OMol25. Energies are from ωB97M-V/def2-TZVPD.

```
31
Properties=species:S:1:pos:R:3:forces:R:3
C 0.327721 2.576134 3.065195 0.878 2.353 -0.258
C 1.260852 2.757149 2.019488 -1.876 -2.067 0.465
C -0.836486 1.872612 2.857674 1.153 1.331 1.751
C 1.112180 1.976467 0.861667 0.483 0.152 0.145
C -0.970695 1.235993 1.706201 -2.692 -2.608 -2.932
C -0.064951 1.173530 0.685149 3.350 1.670 -0.095
C 0.700532 -2.826376 -0.484790 1.523 -0.771 1.221
C -1.435032 -2.416784 0.742107 2.378 -1.560 1.978
C -1.596433 0.127734 -2.975523 -0.498 1.156 -1.101
C 2.093794 0.568445 -2.268343 -3.028 -0.141 2.396
C -0.041784 -1.861884 0.351343 -0.603 1.031 -1.121
O -1.276237 -0.105315 -1.613041 -0.964 -0.317 -1.007
Si -0.049113 -0.167049 -0.559705 1.940 -0.023 -1.682
H 0.435188 3.244326 3.940135 -0.018 -0.779 -0.288
H 2.092869 3.376260 2.185195 1.003 0.675 -0.002
H -1.587955 1.875520 3.593428 -0.850 -0.125 0.783
H 2.004038 2.013033 0.187654 -1.325 -0.290 0.151
H -1.884895 0.688958 1.430719 -0.001 0.155 0.845
H 1.713329 -2.453697 -0.659951 0.146 -0.638 0.139
H 0.600810 -3.834995 -0.068706 0.841 0.048 0.437
H 0.279192 -2.981485 -1.391870 -1.456 -0.049 -3.260
H -2.197966 -1.850156 0.272632 -1.170 0.356 0.253
H -1.338178 -2.491632 1.895625 -1.301 0.493 -1.808
H -1.473297 -3.494953 0.415992 -0.242 1.089 0.102
H -2.546407 -0.362640 -3.315587 0.738 0.106 0.917
H -0.839128 -0.186026 -3.724717 0.035 -0.050 0.896
H -1.770057 1.230435 -3.184084 0.294 -1.096 0.545
H 1.458004 1.296884 -2.741543 0.025 0.062 -0.483
H 2.772767 1.010972 -1.588233 0.739 0.261 0.505
H 2.452410 -0.249082 -2.817784 0.290 -0.938 -0.769
H 0.604930 -1.742376 1.183672 0.209 0.514 1.277
```
Forces are in eV/Å.

The calculation puts the HOMO-LUMO gap at 8.532 eV. For the energy relative to the best compared isomer or geometry (same formula, charge and spin), the calculation gives 97.2 kcal per mole. The calculated total energy comes out at -794.57084 Ha. The molar mass is 194.35 g/mol. The net charge is 0. The LUMO energy comes out at 0.72 eV.